Entry from the OMol25 dataset: the molecule C2H3N3OS at a distorted geometry (ωB97M-V with the def2-TZVPD basis set).

Values from the calculation:
energy relative to the best compared isomer or geometry (same formula, charge and spin)	50.3	kcal/mol
2S+1	1
Kohn-Sham gap	10.03	eV
lowest unoccupied orbital energy	0.031	eV
calculated total energy	-19472.906	eV

```
10
C2H3N3OS, DFT ωB97M-V with the def2-TZVPD basis set
H 2.298 0.650 -0.750
N -1.233 0.130 -0.823
H -2.897 0.378 0.616
N 0.151 -0.013 0.873
S 1.488 -0.245 -1.586
H 0.994 0.116 1.542
C 0.029 0.084 -0.473
N -1.078 0.100 1.371
O 2.143 -1.394 -1.118
C -1.895 0.195 0.348
```

Here are the natural (NBO) charges for atoms 1 to 5, given in e:
1 H 0.00
2 N -0.46
3 H 0.21
4 N -0.36
5 S 1.19



Entry from the OMol25 dataset: the molecule C6H11N3 at a distorted geometry (ωB97M-V with the def2-TZVPD basis set).

Values from the calculation:
energy relative to the best compared isomer or geometry (same formula, charge and spin)	39.2	kcal/mol
2S+1	1
Kohn-Sham gap	9.66	eV
lowest unoccupied orbital energy	0.827	eV
calculated total energy	-10869.121	eV

```
20
C6H11N3, DFT ωB97M-V with the def2-TZVPD basis set
H -0.833 -0.483 3.140
H 0.997 2.621 0.139
H -1.325 -0.940 1.586
C -0.871 -0.286 -2.711
H 1.204 -2.347 -1.180
C 0.154 2.082 -0.303
H -1.783 -0.484 -2.117
C 0.214 0.633 0.040
H -1.019 -0.168 -3.798
H -0.778 2.521 0.067
H 0.195 2.247 -1.384
C 0.628 -1.884 -0.372
N 0.301 -0.174 -2.204
C 0.262 0.319 1.628
H 1.218 -1.997 0.541
H -0.312 -2.434 -0.270
C 0.370 -0.447 -0.701
H 0.923 0.792 3.356
N -0.567 -0.616 2.172
N 1.020 1.044 2.370
```

Here are the natural (NBO) charges for atoms 1 to 5, given in e:
1 H 0.39
2 H 0.25
3 H 0.38
4 C -0.06
5 H 0.24



Entry from the OMol25 dataset: the molecule C6H9N (ωB97M-V with the def2-TZVPD basis set).

Values from the calculation:
energy relative to the best compared isomer or geometry (same formula, charge and spin)	50.6	kcal/mol
2S+1	1
Kohn-Sham gap	9.67	eV
lowest unoccupied orbital energy	0.982	eV
calculated total energy	-7855.967	eV

```
16
C6H9N, DFT ωB97M-V with the def2-TZVPD basis set
H 0.384 2.646 1.016
H 0.173 2.545 -1.503
C -0.548 -0.520 -0.058
H 2.039 -2.549 0.164
H -2.641 -0.742 0.055
C -1.679 -1.226 0.022
H 1.400 1.142 0.978
C 0.613 1.719 0.509
H 0.540 -2.550 1.262
N 0.688 -1.119 -0.240
C 1.086 -2.108 0.421
H -1.517 1.405 -0.044
C -0.532 0.959 -0.111
H -1.672 -2.301 0.017
C 0.485 1.660 -0.975
H 1.180 1.039 -1.512
```

Here are the natural (NBO) charges for atoms 1 to 5, given in e:
1 H 0.22
2 H 0.21
3 C 0.15
4 H 0.17
5 H 0.20